Record 1
Formula: C33H36O9S
Source: OMol25
Level of theory: ωB97M-V/def2-TZVPD

XYZ file:
```
79
Properties=species:S:1:pos:R:3:lowdin_charge:R:1
C 2.144 -3.580 -0.558 -0.11
C -1.266 7.040 0.109 0.02
C 0.328 0.761 -3.323 -0.15
H -6.477 -1.905 1.788 0.11
H 2.153 -0.907 6.107 0.12
C 1.519 7.705 0.041 0.02
C 1.297 -2.048 4.449 -0.16
C 4.185 -3.417 -2.000 0.01
H 0.098 -3.617 2.182 0.12
C 0.793 8.188 1.046 0.02
C -4.527 -0.751 -0.758 -0.02
H -2.325 -2.481 1.177 0.11
H -4.578 -0.183 -1.684 0.12
H 1.434 4.462 -2.703 0.08
H -0.083 3.899 -4.593 0.11
H 1.126 -2.442 -3.693 0.14
H 2.006 1.771 4.609 0.09
H 1.354 -1.343 0.524 0.13
H 1.433 1.736 6.342 0.09
C 2.884 -3.741 -1.887 -0.17
C 0.735 -1.780 -2.910 0.00
C 0.597 -1.736 3.101 -0.20
H 0.350 2.220 5.033 0.09
H 2.577 7.908 -0.059 0.12
S -0.155 -5.204 -1.506 0.63
C 1.170 1.535 5.291 -0.12
H -0.469 -1.499 3.214 0.12
C 0.909 6.853 -1.008 -0.37
O 0.692 0.223 5.095 -0.20
H 1.630 -1.400 -2.405 0.11
H -1.984 -2.469 -2.873 0.15
H 4.528 -2.915 -2.906 0.06
H -4.279 -2.848 2.524 0.11
H 2.574 -0.305 4.498 0.12
H 2.376 -4.095 -2.785 0.10
O -1.454 -5.775 -1.528 -0.22
C 0.575 -2.110 0.650 -0.11
C -5.592 -1.724 1.179 -0.09
O -0.126 -4.240 -0.192 -0.18
H 2.147 -4.551 -0.040 0.13
C 1.164 1.126 -2.275 -0.05
C -4.386 -2.254 1.619 -0.07
H -6.629 -0.579 -0.236 0.11
C 0.660 -3.052 -0.576 -0.34
H -0.767 1.507 -4.975 0.12
C -1.571 -2.419 -1.858 0.00
C 0.246 3.095 -3.933 -0.08
C -2.012 -1.173 -1.105 -0.30
C 1.741 -0.726 5.097 -0.26
C -5.648 -0.976 0.025 -0.09
C -0.657 7.893 1.159 -0.39
H -0.965 5.932 -1.671 0.12
O -1.318 8.331 2.075 0.11
O 1.572 6.414 -1.926 0.08
H -0.383 -1.594 0.768 0.10
H 1.061 -0.813 2.709 0.11
H -2.035 -3.268 -1.336 0.12
C 1.095 3.444 -2.895 -0.07
H 2.211 -2.609 4.222 0.11
H 2.221 2.678 -1.240 0.11
C -0.539 6.557 -0.896 0.03
O -0.952 -0.877 -4.418 0.10
C 1.540 2.432 -2.055 -0.07
O 0.909 -6.132 -1.603 -0.20
H 1.583 0.392 -1.586 0.10
H -2.324 6.836 0.208 0.12
H 4.876 -3.710 -1.203 0.07
O -0.053 -3.997 -2.576 -0.18
C -0.065 -0.682 -3.610 -0.31
H 0.591 -2.580 5.097 0.12
C -3.264 -2.036 0.841 -0.04
C -0.033 -2.665 -1.884 -0.28
H 1.219 8.813 1.820 0.12
C -3.333 -1.298 -0.328 -0.15
H 1.872 -3.157 2.091 0.11
C -0.122 1.789 -4.144 -0.03
O -1.396 -0.129 -1.026 0.13
H 2.755 -2.925 0.071 0.11
C 0.833 -2.824 2.006 -0.16
```

## Properties
HOMO level   -9.069 eV
LUMO energy   -1.73 eV
SMILES   C=CC[C@]1(CCCCCOC)OS(=O)(=O)OC1(CC(=O)c1ccccc1)CC(=O)c1ccccc1.O=C1C=CC(=O)C=C1



Record 2
Formula: C33H37BF3NO2S
Source: OMol25
Level of theory: ωB97M-V/def2-TZVPD

XYZ file:
```
78
Properties=species:S:1:pos:R:3:lowdin_charge:R:1
H -0.196 3.632 4.742 0.09
H -0.015 -0.741 -5.682 0.08
H 0.752 -3.982 -5.484 0.09
C -0.508 -1.726 -5.604 -0.07
C -1.396 -0.036 -1.909 -0.04
H -1.077 0.078 -4.027 0.10
S -2.771 -1.872 1.445 1.08
C -2.482 -0.673 0.184 -0.45
N -0.162 -2.434 -4.383 -0.19
C -5.399 -2.061 2.384 -0.12
C -0.441 1.897 3.344 -0.38
H -1.331 -0.777 4.026 0.06
H 2.287 3.127 1.058 0.11
H 0.146 -4.435 -3.879 0.09
C 0.641 5.070 -1.132 -0.09
O -0.186 1.908 1.900 0.10
H 3.372 -3.059 0.148 0.12
H 1.914 5.477 0.584 0.11
H 1.421 1.158 5.737 0.09
C -3.446 0.331 0.278 -0.11
F 3.720 -4.011 -3.155 0.09
H -2.542 2.428 2.887 0.10
C 1.467 4.720 -0.059 -0.08
C -1.494 -0.905 -0.794 -0.27
H 1.654 -3.508 -4.035 0.07
H 1.946 -1.305 1.081 0.11
C 0.643 -3.642 -4.451 -0.05
C 1.196 0.998 0.079 -0.02
H -2.259 0.704 3.151 0.06
C 2.275 -1.219 0.052 -0.01
C -1.010 -0.551 -3.129 -0.02
H -6.372 -1.633 2.136 0.08
O 0.969 0.028 2.650 0.11
C 0.040 3.319 3.711 0.00
H -5.290 -2.075 3.470 0.07
H -0.780 -0.131 5.559 0.10
C -4.351 -1.245 1.745 -0.61
H -5.375 -3.090 2.011 0.08
H -0.436 4.041 3.013 0.10
H -3.366 1.277 -0.242 0.11
H -2.309 1.832 4.526 0.10
H -5.460 0.532 1.253 0.11
C -0.244 -2.591 -1.970 -0.02
C 3.081 -2.215 -0.466 0.00
H 3.407 -0.976 -3.596 0.12
C 4.420 -3.134 -2.347 -0.51
F 5.038 -3.875 -1.381 0.12
H 2.163 -0.116 4.763 0.09
F 5.396 -2.559 -3.114 0.12
C 1.660 3.383 0.211 -0.05
C 0.404 0.624 3.879 -0.39
H 0.146 1.951 -2.460 0.09
C 1.874 -0.092 -0.687 -0.15
C -0.429 -0.461 4.569 -0.02
C 3.510 -2.107 -1.776 -0.15
H 2.406 1.552 4.293 0.09
C 1.660 0.857 4.714 -0.02
C 0.117 4.075 -1.967 -0.07
H -1.753 0.991 -1.822 0.11
H 2.126 0.872 -2.596 0.11
C -0.771 -2.120 -0.788 -0.06
H -0.569 4.334 -2.781 0.10
H 0.337 -3.516 -1.961 0.10
H -1.591 -1.530 -5.618 0.09
C 3.114 -1.030 -2.556 -0.01
H 0.191 -1.352 4.726 0.10
C 1.050 2.362 -0.540 -0.17
C -0.518 -1.892 -3.185 -0.22
H 0.397 6.119 -1.298 0.10
C -4.540 -0.030 1.104 -0.14
C -1.960 1.711 3.488 -0.01
B 0.825 0.988 1.666 -0.66
C 0.433 2.721 -1.743 -0.04
H 2.061 1.233 0.890 0.18
H -0.257 -2.307 -6.497 0.08
H 1.131 3.393 3.535 0.08
C 2.342 -0.015 -2.008 0.00
H -0.647 -2.698 0.132 0.10
```

## Properties
HOMO level   -6.512 eV
LUMO energy   0.45 eV
Relative energy (zero: lowest compared OMol25 entry of this formula, charge and spin)   0.231 eV



Record 3
Formula: C33H37ClEuO2Si2
Source: OMol25
Level of theory: ωB97M-V/def2-TZVPD

XYZ file:
```
76
Properties=species:S:1:pos:R:3:lowdin_charge:R:1
H -5.027 -2.538 -4.207 0.13
Eu -3.572 -1.677 -0.574 1.64
H 7.652 1.639 -2.561 0.11
H 1.491 4.610 1.484 0.08
H -2.731 1.270 1.785 0.08
H -2.440 1.616 4.192 0.10
H -3.060 -1.470 -4.580 0.16
H -5.553 -3.915 -0.783 0.11
C -3.038 -1.261 -3.487 -0.18
H -1.970 -1.101 -3.234 0.14
H -5.050 1.881 -1.865 0.13
C 4.449 3.245 2.406 -0.10
H 5.353 2.816 1.992 0.10
H -5.762 0.264 -1.378 0.10
C 4.560 0.982 -0.352 -0.11
H -0.644 0.424 5.414 0.11
H -3.374 0.842 -3.730 0.16
H 0.611 -1.401 1.758 0.10
C -5.208 -2.417 0.826 -0.22
H 1.390 -4.496 -1.195 0.10
C -4.889 -3.468 -0.062 -0.23
H 4.319 4.960 -0.785 -0.01
C 3.137 3.831 4.332 -0.08
C 0.141 -1.338 -0.898 -0.36
O -3.715 0.287 -1.776 -0.42
C -0.072 -0.745 2.283 -0.10
C 2.287 4.250 2.122 -0.11
C 5.389 -0.068 -0.712 -0.10
C 1.340 -3.418 -1.288 -0.08
H -6.161 -1.918 0.895 0.12
Cl 1.868 3.533 -1.228 0.27
H 5.167 -1.072 -0.374 0.10
C -3.538 -3.833 0.167 -0.21
C -4.876 0.933 -1.309 -0.09
H -3.966 -1.364 2.353 0.12
H 1.225 4.715 3.923 0.10
C 6.785 1.453 -1.942 -0.08
H 6.181 3.504 -1.930 0.10
C -4.061 -2.129 1.602 -0.21
O -3.489 -2.376 -2.748 -0.32
C 1.202 -0.663 -1.507 -0.11
C -1.928 0.754 2.297 -0.15
H -0.575 -3.286 -0.353 0.07
C 2.375 -2.726 -1.903 -0.08
H 1.165 0.417 -1.591 0.07
H 3.696 0.788 0.271 0.11
Si -1.408 -0.430 -0.273 0.61
H -5.550 -2.192 -2.513 0.09
C 4.829 2.284 -0.783 -0.33
H 3.015 3.873 5.406 0.10
H -4.722 1.205 -0.245 0.11
H -2.036 -3.027 1.604 0.11
C -1.081 -0.091 1.572 -0.35
C 2.302 -1.344 -2.011 -0.08
H -4.938 -3.830 -2.997 0.12
C 2.132 4.305 3.499 -0.09
C 4.296 3.301 3.783 -0.08
C 5.953 2.504 -1.582 -0.10
H 3.233 -3.260 -2.291 0.11
C -1.773 0.947 3.661 -0.09
H 0.876 -1.087 4.175 0.11
H 3.108 -0.796 -2.483 0.10
Si 3.728 3.696 -0.288 0.34
C 3.446 3.718 1.554 -0.32
H -1.243 0.933 -0.917 0.00
C 0.238 -2.729 -0.802 -0.13
C -3.826 0.004 -3.157 -0.19
H 5.079 2.926 4.429 0.10
C 0.083 -0.567 3.652 -0.08
H 7.150 -0.654 -1.788 0.10
C -4.806 -2.738 -3.133 -0.09
C -0.765 0.282 4.348 -0.08
H -4.878 -0.123 -3.504 0.14
C 6.503 0.167 -1.508 -0.08
H -2.994 -4.603 -0.355 0.13
C -3.031 -3.007 1.195 -0.24
```

## Properties
HOMO level (spin up / spin down)   -10.345 / -9.992 eV
Charge   +1
Multiplicity   7
LUMO energy (spin up / spin down)   -3.51 / -2.86 eV
Relative energy (zero: lowest compared OMol25 entry of this formula, charge and spin)   0.648 eV



no.,total energy (hartree)
1,-2354.269508
2,-2207.581692
3,-3179.305724